Record 1
110
Properties=species:S:1:pos:R:3 method="wB97M-V/def2-TZVPD" e_lumo_ev=-7.189 homo_lumo_gap_ha=0.19468 e_tot_ev=-353419.874 total_charge=+2
C 1.471 -2.328 2.647
C 0.223 -1.883 3.296
O -0.500 -2.716 3.831
N -0.355 -0.470 3.168
H 0.244 -0.015 2.495
H -1.298 -0.691 2.882
C -0.356 0.326 4.550
H 1.605 -3.392 2.843
H 2.389 -1.838 2.971
H 1.491 -2.263 1.559
H 0.678 0.444 4.875
H -0.901 -0.321 5.238
H -1.004 1.193 4.418
C -3.991 1.593 -3.655
C -4.723 1.333 -2.309
O -4.123 1.071 -1.280
N -6.243 1.613 -2.259
H -6.431 2.215 -1.470
H -6.494 2.103 -3.105
C -7.030 0.231 -2.077
H -4.072 2.592 -4.083
H -4.411 0.820 -4.299
H -2.929 1.392 -3.518
H -7.957 0.615 -1.653
H -6.528 -0.557 -1.515
H -7.173 -0.045 -3.122
C 5.096 2.443 -4.568
N 6.038 3.510 -4.667
C 5.518 4.730 -4.622
C 6.342 5.816 -4.796
C 7.633 5.764 -5.089
C 8.201 4.453 -5.147
C 7.369 3.321 -4.838
C 8.430 6.961 -5.512
C 9.664 7.301 -4.987
C 10.226 8.561 -5.329
N 9.751 9.231 -6.386
C 8.537 8.956 -6.907
C 7.923 7.764 -6.538
C 10.437 10.356 -6.872
H 5.597 1.581 -5.009
H 4.188 2.606 -5.149
H 4.731 2.338 -3.547
H 4.480 4.858 -4.350
H 5.861 6.784 -4.800
H 9.183 4.245 -5.545
H 7.733 2.309 -4.935
H 10.103 6.775 -4.152
H 11.136 8.964 -4.909
H 8.109 9.720 -7.537
H 6.984 7.482 -6.992
H 10.889 10.270 -7.860
H 11.156 10.679 -6.119
H 9.818 11.240 -7.021
C -5.992 -9.066 -0.672
N -5.820 -8.697 0.720
C -6.695 -9.163 1.655
C -6.639 -8.758 2.951
C -5.580 -7.896 3.400
C -4.646 -7.504 2.467
C -4.774 -7.924 1.136
C -5.518 -7.278 4.723
C -4.368 -7.382 5.453
C -4.196 -6.557 6.628
N -5.156 -5.817 7.186
C -6.435 -5.875 6.592
C -6.597 -6.577 5.320
C -5.062 -4.892 8.277
H -5.376 -8.447 -1.324
H -7.015 -8.991 -1.040
H -5.692 -10.113 -0.696
H -7.505 -9.820 1.375
H -7.418 -9.033 3.648
H -3.713 -7.002 2.674
H -4.036 -7.780 0.360
H -3.462 -7.895 5.167
H -3.172 -6.540 6.972
H -7.201 -5.257 7.038
H -7.583 -6.631 4.883
H -6.005 -4.800 8.816
H -4.675 -3.880 8.155
H -4.474 -5.384 9.051
As 7.124 1.676 2.719
F 6.941 1.024 4.371
F 7.214 -0.034 2.146
F 7.355 2.431 1.087
F 7.040 3.321 3.448
F 8.915 1.778 2.974
F 5.371 1.692 2.402
As 0.618 6.589 1.544
F 0.851 6.710 -0.267
F 2.372 6.354 1.677
F 0.235 6.249 3.281
F -1.098 7.120 1.336
F 0.256 4.807 1.164
F 0.957 8.232 1.940
As -7.500 0.477 4.540
F -6.291 1.058 5.702
F -8.615 1.748 5.022
F -8.683 -0.132 3.293
F -6.360 -0.758 3.994
F -8.114 -0.607 5.902
F -6.883 1.682 3.275
As 0.098 -5.251 -4.108
F 0.896 -5.344 -5.614
F 0.358 -6.989 -3.798
F -0.667 -5.102 -2.491
F -0.334 -3.512 -4.539
F -1.594 -5.608 -4.860
F 1.629 -4.696 -3.300

***

Record 2
87
Properties=species:S:1:pos:R:3 method="wB97M-V/def2-TZVPD" e_lumo_ev="3.799 / 3.808" e_above_lowest_kcal_mol=47.7 homo_lumo_gap_ha="0.13513 / 0.13552" e_tot_ev=-260038.960 total_charge=-2
Cs 0.238 1.738 1.063
C -4.184 3.020 -6.542
C -3.248 2.469 -5.498
C -2.298 1.491 -5.791
C -1.429 0.978 -4.845
C -1.465 1.397 -3.482
N -0.800 0.860 -2.464
C 0.321 0.114 -2.655
C 1.453 0.572 -3.360
C 2.628 -0.156 -3.419
C 2.761 -1.392 -2.787
C 4.058 -2.159 -2.797
C 1.646 -1.880 -2.121
C 0.465 -1.159 -2.067
N -0.663 -1.781 -1.438
C -1.305 -2.887 -1.876
C -2.350 -3.118 -1.014
C -2.258 -2.064 -0.080
N -1.239 -1.264 -0.344
C -2.396 2.451 -3.231
C -3.257 2.941 -4.186
N -2.419 3.021 -1.919
C -3.371 2.875 -0.975
C -2.989 3.632 0.110
C -1.763 4.205 -0.289
N -1.427 3.835 -1.515
H -4.080 2.468 -7.479
H -5.232 2.948 -6.236
H -3.988 4.074 -6.766
H -2.242 1.107 -6.808
H -0.728 0.199 -5.121
H 1.392 1.551 -3.821
H 3.483 0.266 -3.940
H 4.832 -1.600 -3.328
H 4.424 -2.348 -1.784
H 3.958 -3.131 -3.289
H 1.686 -2.840 -1.614
H -0.968 -3.399 -2.762
H -3.071 -3.916 -1.055
H -2.876 -1.863 0.782
H -3.933 3.742 -3.897
H -4.209 2.219 -1.141
H -3.497 3.734 1.053
H -1.102 4.853 0.268
Br -0.777 5.872 4.695
C -1.095 4.007 4.945
Br 0.126 1.503 4.230
H -1.981 3.683 4.423
H -0.955 3.708 5.971
N 4.370 1.491 -0.960
C 3.085 1.867 -0.689
O 2.338 1.076 -0.111
C 2.711 3.282 -1.071
C 2.529 4.108 0.194
H 4.617 0.528 -0.812
H 4.926 2.063 -1.569
H 1.758 3.233 -1.613
H 3.468 3.620 -1.823
H 1.880 4.975 0.042
H 3.483 4.397 0.649
C -0.128 -1.700 6.282
Si -1.025 -2.001 4.674
C -2.667 -1.113 4.737
C -1.415 -3.844 4.591
As 0.124 -1.257 2.778
Si 1.733 -2.953 2.651
C 1.064 -4.456 1.752
C 2.467 -3.548 4.277
C 3.148 -2.276 1.631
H -0.765 -2.006 7.120
H 0.108 -0.637 6.373
H 0.806 -2.263 6.331
H -3.261 -1.474 5.584
H -3.236 -1.273 3.817
H -2.496 -0.040 4.845
H -2.064 -4.113 5.432
H -0.511 -4.456 4.649
H -1.929 -4.102 3.661
H 0.249 -4.935 2.298
H 1.879 -5.179 1.628
H 0.683 -4.182 0.764
H 1.730 -4.064 4.897
H 2.860 -2.710 4.858
H 3.288 -4.243 4.069
H 2.794 -1.903 0.665
H 3.900 -3.055 1.461
H 3.622 -1.430 2.135

***

Record 3
83
Properties=species:S:1:pos:R:3 method="wB97M-V/def2-TZVPD" e_lumo_ev=-12.478 e_above_lowest_kcal_mol=3.4 homo_lumo_gap_ha=0.30215 e_tot_ev=-114852.940 total_charge=+5
Br -1.287 -1.032 -0.459
C -4.634 0.630 -3.069
C -4.379 -0.811 -3.358
O -4.169 -1.233 -4.443
N -4.171 -1.769 -2.229
H -3.758 -2.638 -2.567
H -3.529 -1.363 -1.519
C -5.503 -2.105 -1.541
H -5.561 0.755 -2.505
H -4.540 1.252 -3.952
H -3.868 1.016 -2.384
H -6.177 -2.679 -2.174
H -5.966 -1.181 -1.217
H -5.198 -2.799 -0.760
C -2.945 -3.732 1.939
C -2.389 -2.757 2.939
O -1.618 -2.929 3.794
N -2.842 -1.312 2.642
H -2.401 -1.015 1.742
H -3.850 -1.208 2.518
C -2.221 -0.319 3.611
H -4.002 -3.758 1.674
H -2.866 -4.732 2.382
H -2.315 -3.813 1.054
H -2.565 0.710 3.533
H -1.165 -0.305 3.357
H -2.436 -0.679 4.612
C 3.307 1.603 0.527
N 2.142 2.513 0.409
C 2.395 3.831 0.495
C 1.364 4.746 0.495
C 0.050 4.284 0.479
C -0.162 2.895 0.355
C 0.907 1.998 0.299
C -1.110 5.204 0.360
C -1.023 6.234 -0.590
C -1.976 7.243 -0.612
N -3.041 7.187 0.214
C -3.182 6.163 1.060
C -2.221 5.179 1.189
C -4.083 8.250 0.115
H 2.991 0.582 0.345
H 3.671 1.758 1.544
H 4.113 1.935 -0.123
H 3.445 4.078 0.554
H 1.558 5.807 0.573
H -1.157 2.481 0.257
H 0.770 0.932 0.135
H -0.229 6.234 -1.324
H -1.994 7.993 -1.390
H -4.074 6.175 1.672
H -2.358 4.369 1.892
H -3.676 9.080 -0.452
H -4.365 8.478 1.139
H -4.939 7.838 -0.419
C 8.153 -2.225 1.846
N 6.828 -2.476 1.205
C 5.943 -3.261 1.846
C 4.737 -3.524 1.256
C 4.482 -3.212 -0.087
C 5.488 -2.520 -0.765
C 6.644 -2.140 -0.095
C 3.232 -3.620 -0.779
C 2.023 -3.550 -0.098
C 0.861 -3.823 -0.808
N 0.922 -4.222 -2.073
C 2.096 -4.382 -2.732
C 3.279 -4.100 -2.091
C -0.320 -4.514 -2.846
H 8.807 -3.089 1.748
H 8.035 -2.068 2.917
H 8.489 -1.308 1.371
H 6.243 -3.648 2.810
H 4.022 -4.147 1.779
H 5.377 -2.224 -1.799
H 7.441 -1.584 -0.567
H 1.987 -3.212 0.926
H -0.106 -3.816 -0.332
H 2.089 -4.679 -3.771
H 4.231 -4.216 -2.590
H -0.373 -5.599 -2.895
H -0.196 -4.054 -3.823
H -1.179 -4.053 -2.373

***

Record 4
87
Properties=species:S:1:pos:R:3 method="wB97M-V/def2-TZVPD" e_lumo_ev=-0.415 e_above_lowest_kcal_mol=0.0 homo_lumo_gap_ha=0.29651 e_tot_ev=-84013.557
Tc 0.003 0.900 -0.297
C -0.683 1.828 -4.232
C 0.279 2.284 -3.125
C 1.649 1.662 -3.383
C -0.354 1.875 -1.825
C 0.418 3.809 -3.041
C 1.211 4.351 -2.028
C 1.374 5.719 -1.904
C 0.743 6.577 -2.795
C -0.050 6.052 -3.801
C -0.216 4.677 -3.921
H -0.780 0.742 -4.205
H -0.299 2.111 -5.214
H -1.677 2.260 -4.108
H 1.581 0.572 -3.384
H 2.379 1.963 -2.635
H 2.017 1.992 -4.356
H -1.401 2.214 -1.787
H 1.687 3.687 -1.315
H 1.986 6.119 -1.105
H 0.866 7.648 -2.702
H -0.550 6.713 -4.498
H -0.846 4.291 -4.711
C 1.225 0.528 3.198
C 0.653 -0.826 2.822
C 1.775 -1.836 2.619
C -0.325 -1.304 3.884
O -0.039 -0.678 1.540
Si -1.164 -1.703 0.864
S -1.126 -1.039 -1.132
O -2.526 -1.372 1.671
C -3.844 -1.934 1.666
C -4.761 -0.821 2.153
C -4.225 -2.365 0.255
C -3.868 -3.119 2.623
O -0.823 -3.280 1.090
C -0.207 -4.315 0.303
C 1.056 -3.821 -0.394
C -1.227 -4.796 -0.721
C 0.133 -5.425 1.289
H 1.819 0.423 4.107
H 0.436 1.251 3.386
H 1.870 0.910 2.406
H 2.379 -1.910 3.525
H 2.421 -1.526 1.794
H 1.363 -2.821 2.402
H 0.204 -1.399 4.834
H -0.743 -2.278 3.628
H -1.141 -0.592 4.003
H -4.683 0.041 1.488
H -4.470 -0.507 3.156
H -5.798 -1.161 2.177
H -4.148 -1.526 -0.436
H -5.250 -2.740 0.245
H -3.568 -3.164 -0.101
H -3.548 -2.800 3.616
H -3.190 -3.901 2.278
H -4.875 -3.532 2.697
H 0.824 -3.022 -1.098
H 1.509 -4.649 -0.942
H 1.785 -3.451 0.328
H -1.480 -3.987 -1.409
H -2.137 -5.127 -0.217
H -0.829 -5.630 -1.301
H 0.841 -5.063 2.036
H 0.580 -6.274 0.771
H -0.768 -5.762 1.803
F -1.550 4.422 -0.439
C -1.667 4.384 0.885
F -0.842 5.286 1.414
F -2.919 4.694 1.211
S -1.270 2.709 1.544
O -2.072 1.788 0.749
O 0.156 2.495 1.149
O -1.501 2.807 2.945
C 1.623 0.546 -0.573
C 3.027 0.254 -0.640
C 3.477 -0.901 -1.283
C 4.832 -1.183 -1.311
C 5.734 -0.320 -0.701
C 5.288 0.829 -0.061
C 3.936 1.121 -0.026
H 2.759 -1.562 -1.750
H 5.187 -2.076 -1.807
H 6.793 -0.545 -0.724
H 5.996 1.497 0.412
H 3.568 2.009 0.472

***

Record 5
89
Properties=species:S:1:pos:R:3 method="wB97M-V/def2-TZVPD" e_lumo_ev=1.908 e_above_lowest_kcal_mol=28.9 homo_lumo_gap_ha=0.18833 e_tot_ev=-87571.722 total_charge=-1
Y 0.842 -0.535 -0.470
C 0.208 0.316 2.890
N 1.429 0.143 2.085
C 2.088 1.452 1.820
C 1.110 2.474 1.277
N 0.520 2.122 -0.041
C -0.934 2.386 0.004
C 1.156 2.906 -1.107
C 0.737 4.217 -1.316
C 1.301 5.009 -2.300
C 2.309 4.473 -3.091
C 2.743 3.182 -2.873
C 2.200 2.366 -1.870
S 2.896 0.784 -1.582
C 2.379 -0.725 2.781
C 2.536 -0.577 4.159
C 3.429 -1.351 4.877
C 4.193 -2.290 4.194
C 4.054 -2.431 2.831
C 3.153 -1.656 2.073
S 3.082 -1.928 0.352
H 0.341 1.063 3.687
H -0.052 -0.632 3.353
H -0.636 0.630 2.278
H 2.898 1.277 1.111
H 2.515 1.839 2.758
H 1.604 3.449 1.217
H 0.288 2.585 1.985
H -1.164 3.369 0.432
H -1.435 1.635 0.619
H -1.349 2.316 -0.997
H -0.058 4.630 -0.708
H 0.948 6.021 -2.456
H 2.756 5.063 -3.883
H 3.530 2.760 -3.485
H 1.947 0.160 4.691
H 3.524 -1.222 5.948
H 4.898 -2.916 4.728
H 4.647 -3.161 2.295
C -2.407 -4.968 3.683
C -1.735 -3.988 2.767
C -2.339 -2.788 2.417
C -1.663 -1.897 1.602
N -0.435 -2.127 1.130
C 0.135 -3.299 1.430
C -0.473 -4.238 2.241
H -3.485 -4.818 3.702
H -2.035 -4.849 4.703
H -2.203 -5.995 3.377
H -3.333 -2.535 2.763
H -2.150 -0.979 1.294
H 1.116 -3.469 0.999
H 0.045 -5.165 2.453
C -0.690 -1.062 -6.641
C -0.117 -2.472 -6.578
C 1.383 -2.461 -6.853
C -0.418 -3.133 -5.231
N 0.194 -2.470 -4.103
C -0.541 -2.012 -2.977
N 0.311 -2.355 -1.879
N 1.434 -2.913 -2.402
N 1.402 -3.024 -3.644
H -0.482 -0.598 -7.608
H -0.254 -0.439 -5.858
H -1.772 -1.062 -6.488
H -0.609 -3.091 -7.339
H 1.900 -1.879 -6.088
H 1.595 -2.017 -7.828
H 1.801 -3.470 -6.833
H -0.074 -4.174 -5.253
H -1.501 -3.144 -5.062
H -1.556 -2.423 -2.925
S -3.825 1.433 2.525
C -3.122 2.917 2.743
N -3.448 4.052 2.077
C -2.797 5.220 2.646
C -1.598 4.571 3.347
N -2.116 3.233 3.605
H -4.310 4.082 1.562
H -3.449 5.729 3.364
H -2.492 5.929 1.877
H -1.324 5.080 4.269
H -0.730 4.542 2.683
H -1.552 2.486 3.972
Te -1.012 0.238 -2.886
N -3.835 -0.844 -0.521
H -3.807 -1.753 -0.969
H -3.453 -0.188 -1.199
H -4.805 -0.621 -0.333